{"formula": "C16H34NO2", "method": "ωB97M-V/def2-TZVPD", "orbital_gap_ev": 9.476, "spin_multiplicity": 1, "max_force_ha_per_bohr": 0.3520, "lumo_energy_ev": -2.53, "charge": 1, "elements": ["C", "C", "H", "H", "H", "H", "H", "H", "C", "C", "H", "H", "C", "H", "H", "H", "C", "C", "H", "C", "C", "C", "H", "H", "H", "H", "H", "H", "H", "H", "H", "H", "N", "H", "O", "C", "C", "H", "C", "H", "H", "H", "C", "H", "H", "H", "C", "H", "H", "O", "C", "H", "H"], "xyz": [[-1.7032, 4.5421, 0.1569], [-2.1504, 2.2208, 1.2492], [-0.5319, -3.3254, 1.9145], [-2.9008, -1.6183, 0.3193], [2.3653, 0.9081, -1.3462], [-0.2974, -1.5841, -2.3549], [3.6154, -3.0717, 2.0507], [-2.3122, 4.9378, 0.8685], [-1.2031, 3.2187, 0.4658], [0.2691, 2.8597, -1.4806], [-1.6388, 1.3590, 1.6154], [2.8433, -0.8281, 2.6530], [1.4728, 0.7204, -1.7742], [1.6347, -1.6965, -0.8388], [1.4087, 2.2151, -3.2499], [0.8865, -3.5884, 0.8780], [0.3274, -2.7593, 1.7421], [3.3340, -2.3973, 1.4655], [-0.1962, 3.3886, 1.1273], [1.9230, -0.5870, 0.9275], [-0.1889, -1.6690, 0.5066], [-2.6665, -2.7262, 0.3148], [-0.6227, 1.3515, -0.4972], [2.9774, 0.1259, 0.5169], [-2.0035, -2.3706, -2.6157], [1.2579, 0.3225, 1.5382], [-1.6276, -0.5588, -1.7341], [1.3144, 3.0954, -0.9960], [-0.7499, -3.5648, -0.6306], [-2.7339, 4.2972, -0.4646], [-2.8668, 2.0639, 0.8224], [-0.9233, -1.1134, 1.1178], [-0.8459, 2.3355, -0.5338], [4.2249, -1.7827, 0.9890], [0.5010, 0.0872, -0.7221], [0.8495, -1.1360, -0.1224], [0.6423, 1.8066, -2.4383], [-0.4820, 0.7606, -3.7171], [2.6008, -1.4010, 1.9517], [1.4756, -0.1397, -2.7593], [-3.1019, -3.2708, -0.4950], [-2.2843, 2.7492, 2.1620], [-1.2770, -1.5911, -1.9164], [-1.5409, 2.1458, -1.6026], [1.4617, -2.9828, 3.2146], [2.9866, -2.9582, 0.5569], [1.2275, -2.1782, 2.7073], [-0.0587, 3.8637, -1.7725], [-1.1761, 5.0680, -0.3172], [-0.4314, 1.4715, -3.2093], [-1.1837, -2.3027, -0.3772], [0.5725, -1.4680, 3.1278], [-2.4732, -3.2446, 1.0063]], "forces_ev_per_angstrom": [[-10.94, -9.06, 1.88], [14.55, 5.68, 9.14], [-1.27, -0.59, 1.37], [-1.39, -1.63, 1.14], [2.92, 0.89, 1.10], [0.38, -0.03, -0.20], [2.95, -5.44, 5.26], [-0.45, 1.57, 2.98], [1.44, -2.43, 5.78], [2.12, 1.75, 2.38], [0.60, -0.82, -0.44], [3.18, 4.45, 5.78], [-6.71, -5.49, -3.18], [-2.72, 0.18, 1.02], [-0.90, -0.07, 1.99], [-1.10, 1.99, 2.75], [1.39, -1.06, -9.03], [4.70, 1.44, -9.62], [-2.10, -0.74, -1.38], [0.65, 5.58, 0.92], [-6.26, -5.47, 5.75], [1.33, 10.41, -12.26], [0.44, -1.14, 2.06], [-3.32, -2.00, 0.18], [1.89, 2.74, 2.03], [1.85, -2.39, -1.59], [-0.30, -0.62, -0.72], [-2.20, -0.52, 0.13], [-0.77, 3.65, 0.38], [2.43, 0.59, 0.24], [-14.38, -3.15, -8.45], [1.20, 1.55, 0.02], [1.15, 0.19, -10.70], [-0.59, -1.78, 0.79], [0.83, 2.31, -3.25], [10.86, 4.38, -2.05], [3.97, 1.00, -2.88], [0.39, -5.18, -3.21], [-11.61, -2.40, -1.30], [0.74, 2.13, 3.17], [-0.88, -0.04, -0.24], [-1.11, 0.36, 0.96], [-2.69, -3.39, 1.62], [1.14, 0.97, 3.95], [1.89, -3.32, 3.80], [-0.39, 0.74, 0.80], [0.40, 3.83, -3.59], [-0.10, -0.59, -0.83], [7.57, 8.02, -6.55], [-2.48, 4.71, 3.70], [-0.43, -6.26, -3.78], [-0.03, 1.15, 1.75], [2.15, -6.64, 10.44]]}